14
Properties=species:S:1:pos:R:3:forces:R:3 method="wB97M-V/def2-TZVPD" e_lumo_ev=0.6 spin_multiplicity=1 gap_ev=10.31 e_tot_ha=-395.05586
O -2.056732 1.970407 1.479721 -1.07 -0.26 2.07
O -4.106890 2.206277 1.914316 1.26 0.20 -1.17
N 1.495094 -0.282533 0.038685 2.00 -2.77 -0.12
N -0.021289 1.425255 -0.291386 0.06 1.51 -0.46
N -3.285140 2.341931 1.052680 -1.01 -0.13 0.75
C -0.851295 -0.771045 -0.023681 -0.85 2.85 -1.17
C 0.249714 0.200774 -0.149439 -0.50 -0.59 1.24
H 1.741979 -1.335851 0.112708 -1.08 2.71 -0.35
H 2.204399 0.248336 -0.429308 0.50 0.10 0.18
H 0.820998 2.001966 -0.298464 -0.09 0.01 -0.02
H -1.686584 -0.332670 -0.545159 -0.33 0.00 -0.45
H -1.230254 -0.901326 0.922587 -0.28 -0.49 2.51
H -1.415135 2.016591 0.774371 0.76 0.10 -1.72
H -0.573860 -1.620663 -0.486791 0.64 -3.24 -1.30